# 1
Entry from the Open Molecules 2025 dataset: a molecular structure, C42H104MnO22 in a non-equilibrium geometry (ωB97M-V/def2-TZVPD).

Its highest occupied orbital energy (spin up / spin down) is -10.8 / -10.8 eV. Its spin multiplicity is 7. Its charge is +1. Its LUMO energy (spin up / spin down) is -2.117 / -6.063 eV. Its calculated total energy is -121582.44954 eV.

Each line ends with the Löwdin spin population.
Cartesian coordinates (Å):
Mn1 -4.357 -27.104 -31.439  4.6701
O1 -3.550 -28.666 -30.267  0.1685
C1 -2.189 -28.314 -30.173  0.0422
C2 -1.573 -27.207 -31.198  0.0936
O2 -2.443 -26.128 -31.559  0.7401
H1 -1.513 -29.168 -30.197  -0.0003
H2 -1.985 -28.051 -29.136  0.0159
H3 -1.104 -27.619 -32.092  0.0527
H4 -0.748 -26.711 -30.687  0.0111
C3 -2.398 -36.032 -25.592  0.0000
O3 -2.477 -34.833 -26.140  0.0000
C4 -1.295 -34.384 -26.874  0.0000
C5 -1.613 -32.926 -27.185  0.0000
O4 -0.546 -32.239 -27.840  0.0000
C6 -1.020 -30.943 -28.189  0.0002
H5 -1.683 -36.103 -24.773  0.0000
H6 -2.150 -36.882 -26.229  0.0000
H7 -3.340 -36.240 -25.083  0.0000
H8 -1.262 -34.820 -27.873  0.0000
H9 -0.368 -34.468 -26.308  0.0000
H10 -1.963 -32.433 -26.278  0.0000
H11 -2.475 -32.939 -27.853  0.0000
H12 -1.812 -31.099 -28.922  0.0000
H13 -0.280 -30.357 -28.736  0.0001
H14 -1.342 -30.284 -27.383  0.0001
C7 -8.490 -30.661 -27.512  0.0000
O5 -8.729 -29.726 -26.439  0.0000
C8 -7.772 -29.758 -25.396  0.0000
C9 -6.288 -29.449 -25.890  0.0000
O6 -5.763 -30.518 -26.632  0.0001
C10 -4.487 -30.442 -27.087  0.0001
H15 -7.797 -30.267 -28.256  0.0000
H16 -9.412 -30.717 -28.090  0.0000
H17 -8.198 -31.616 -27.074  0.0000
H18 -7.918 -30.712 -24.890  0.0000
H19 -8.146 -28.958 -24.757  0.0000
H20 -5.672 -29.271 -25.008  0.0000
H21 -6.369 -28.557 -26.511  0.0000
H22 -4.211 -31.345 -27.633  0.0000
H23 -3.855 -30.422 -26.199  0.0000
H24 -4.481 -29.594 -27.772  0.0000
C11 -0.608 -24.522 -28.157  0.0000
O7 0.660 -23.886 -27.896  0.0000
C12 1.119 -23.011 -28.883  0.0000
C13 2.042 -21.927 -28.202  0.0000
O8 1.375 -21.133 -27.142  0.0000
C14 2.099 -19.928 -26.847  0.0000
H25 -0.535 -25.191 -29.015  0.0000
H26 -1.371 -23.783 -28.400  0.0000
H27 -0.973 -25.152 -27.345  0.0000
H28 0.268 -22.477 -29.305  0.0000
H29 1.651 -23.505 -29.696  0.0000
H30 2.473 -21.472 -29.094  0.0000
H31 2.966 -22.415 -27.893  0.0000
H32 1.709 -19.447 -25.951  0.0000
H33 2.178 -19.160 -27.616  0.0000
H34 3.146 -20.133 -26.627  0.0000
C15 3.189 -31.566 -33.490  0.0000
O9 3.289 -30.506 -32.474  0.0000
C16 3.335 -29.182 -32.938  0.0000
C17 2.877 -28.274 -31.785  0.0000
O10 3.144 -26.951 -32.153  0.0000
C18 2.924 -26.000 -31.083  0.0000
H35 3.219 -32.561 -33.045  0.0000
H36 4.017 -31.510 -34.197  0.0000
H37 2.243 -31.426 -34.013  0.0000
H38 2.694 -29.003 -33.802  0.0000
H39 4.332 -28.920 -33.291  0.0000
H40 3.441 -28.628 -30.922  0.0000
H41 1.835 -28.412 -31.496  0.0001
H42 1.839 -25.965 -30.980  0.0000
H43 3.278 -25.048 -31.480  0.0000
H44 3.390 -26.183 -30.115  0.0000
C19 -4.356 -25.051 -28.994  0.0081
O11 -5.131 -25.937 -29.838  0.0434
C20 -6.187 -26.596 -29.120  0.0038
C21 -7.107 -27.295 -30.153  0.0034
O12 -6.358 -27.857 -31.240  0.0366
C22 -7.030 -28.879 -31.916  0.0048
H45 -4.019 -25.620 -28.128  0.0001
H46 -4.971 -24.273 -28.542  0.0011
H47 -3.554 -24.553 -29.540  0.0021
H48 -6.725 -25.898 -28.479  0.0009
H49 -5.779 -27.312 -28.408  0.0000
H50 -7.734 -26.500 -30.556  0.0002
H51 -7.832 -27.936 -29.652  0.0005
H52 -8.039 -28.671 -32.274  0.0008
H53 -7.167 -29.787 -31.329  0.0004
H54 -6.510 -29.147 -32.836  0.0002
C23 1.445 -22.883 -32.758  0.0000
O13 0.417 -22.471 -31.921  0.0001
C24 -0.707 -23.409 -31.952  -0.0003
C25 -1.987 -22.805 -31.369  -0.0004
O14 -2.217 -21.523 -31.968  0.0000
C26 -3.428 -20.916 -31.701  0.0000
H55 1.901 -23.856 -32.577  0.0000
H56 2.202 -22.102 -32.687  0.0000
H57 1.150 -22.856 -33.807  0.0000
H58 -0.327 -24.303 -31.457  -0.0003
H59 -0.853 -23.798 -32.960  0.0001
H60 -2.000 -22.767 -30.280  0.0000
H61 -2.872 -23.412 -31.562  -0.0004
H62 -4.242 -21.591 -31.964  0.0000
H63 -3.592 -20.010 -32.285  0.0000
H64 -3.607 -20.747 -30.639  0.0000
C27 1.245 -27.445 -27.733  0.0000
O15 2.295 -28.473 -27.748  0.0000
C28 3.072 -28.687 -26.532  0.0000
C29 4.295 -27.660 -26.384  0.0000
O16 5.515 -28.049 -26.958  0.0000
C30 5.460 -27.972 -28.352  0.0000
H65 0.710 -27.642 -28.662  0.0000
H66 1.656 -26.436 -27.766  0.0000
H67 0.539 -27.505 -26.905  0.0000
H68 3.528 -29.668 -26.666  0.0000
H69 2.639 -28.704 -25.532  0.0000
H70 4.394 -27.457 -25.317  0.0000
H71 4.056 -26.679 -26.794  0.0000
H72 4.609 -28.438 -28.849  0.0000
H73 6.392 -28.322 -28.796  0.0000
H74 5.465 -26.928 -28.665  0.0000
C31 -3.469 -28.978 -33.733  0.0041
O17 -4.396 -27.959 -33.460  0.0422
C32 -4.519 -27.037 -34.493  0.0039
C33 -5.685 -26.089 -34.058  0.0038
O18 -5.376 -25.634 -32.647  0.0341
C34 -6.167 -24.482 -32.185  0.0046
H75 -3.350 -29.462 -32.763  0.0010
H76 -2.504 -28.567 -34.032  0.0002
H77 -3.950 -29.654 -34.439  0.0008
H78 -4.594 -27.448 -35.500  0.0010
H79 -3.640 -26.400 -34.589  0.0005
H80 -6.651 -26.580 -34.171  0.0002
H81 -5.799 -25.352 -34.854  0.0006
H82 -5.593 -23.674 -31.732  0.0002
H83 -6.996 -24.727 -31.520  0.0002
H84 -6.625 -24.087 -33.092  0.0007
C35 0.065 -31.574 -31.809  0.0000
O19 -0.057 -32.371 -32.981  0.0000
C36 -1.379 -32.317 -33.535  0.0000
C37 -1.634 -33.593 -34.420  0.0000
O20 -0.586 -33.941 -35.379  0.0000
C38 -0.409 -33.024 -36.475  0.0000
H85 0.982 -31.925 -31.336  0.0000
H86 -0.754 -31.760 -31.114  0.0000
H87 0.147 -30.493 -31.920  0.0000
H88 -1.635 -31.424 -34.105  0.0000
H89 -2.162 -32.380 -32.779  0.0000
H90 -2.600 -33.444 -34.901  0.0000
H91 -1.675 -34.462 -33.764  0.0000
H92 0.536 -33.221 -36.981  0.0000
H93 -0.199 -32.040 -36.056  0.0000
H94 -1.269 -33.005 -37.144  0.0000
C39 -2.533 -27.061 -20.949  0.0000
O21 -3.318 -26.491 -22.019  0.0000
C40 -2.715 -26.652 -23.325  0.0000
C41 -3.684 -26.305 -24.459  0.0000
O22 -3.110 -26.090 -25.769  0.0002
C42 -2.751 -27.283 -26.433  0.0007
H95 -3.113 -26.881 -20.044  0.0000
H96 -1.615 -26.493 -20.801  0.0000
H97 -2.386 -28.141 -20.932  0.0000
H98 -2.303 -27.642 -23.521  0.0000
H99 -1.902 -25.926 -23.313  0.0000
H100 -4.172 -25.373 -24.171  0.0000
H101 -4.523 -26.996 -24.532  0.0000
H102 -2.144 -26.927 -27.266  0.0007
H103 -3.590 -27.777 -26.921  -0.0001
H104 -2.161 -27.992 -25.852  0.0000

Cartesian forces (eV/Å) of the 6 atoms listed first:
0.088 -0.964 0.559
1.352 1.450 -1.288
-0.786 -0.651 -0.287
-1.070 1.565 1.894
1.024 -1.991 0.265
0.057 -0.496 -0.931

***

# 2
Entry from the Open Molecules 2025 dataset: a single C6H12O molecule in a non-equilibrium geometry (ωB97M-V/def2-TZVPD).

Its highest occupied orbital energy is -9.8 eV. As for the SMILES: C[C@@H]1C[C@@H]1[C@@H](C)O. Its LUMO energy is 0.983 eV. Its calculated total energy is -8462.55566 eV. Its energy above the lowest of the compared OMol25 structures with the same formula, charge and spin is 173.51 kJ/mol.

Each line ends with the Löwdin charge.
Cartesian coordinates (Å):
C1 2.234 0.168 -0.275  -0.0334
C2 1.041 -0.375 0.504  -0.4173
O1 1.216 -0.487 1.909  -0.0247
C3 0.010 0.671 0.237  -0.3455
C4 -0.469 0.853 -1.144  -0.0641
C5 -1.433 0.425 0.083  -0.2369
C6 -2.026 -0.969 -0.006  -0.0837
H1 1.736 0.729 -1.100  0.0722
H2 2.874 -0.582 -0.739  0.0768
H3 2.810 0.867 0.342  0.0927
H4 0.725 -1.345 0.085  0.1438
H5 0.314 -0.501 2.268  0.0956
H6 0.266 1.605 0.733  0.1583
H7 -0.273 0.046 -1.862  0.1118
H8 -0.420 1.833 -1.625  0.1010
H9 -2.064 1.108 0.668  0.1302
H10 -1.437 -1.599 -0.677  0.0707
H11 -3.040 -0.903 -0.414  0.0751
H12 -2.101 -1.495 0.957  0.0775

Cartesian forces (eV/Å) of the 6 atoms listed first:
0.091 0.118 -0.330
-0.153 0.147 -0.499
0.056 -0.165 0.080
0.251 0.002 0.307
-1.632 -0.061 0.374
-0.095 0.179 -0.667

***

# 3
Entry from the Open Molecules 2025 dataset: a molecular structure, C3H4FO3Tm in a non-equilibrium geometry (ωB97M-V/def2-TZVPD).

Its highest occupied orbital energy (spin up / spin down) is -6.9 / -8.2 eV. Its spin multiplicity is 3. Its LUMO energy (spin up / spin down) is -0.650 / -2.220 eV. Its calculated total energy is -41560.60253 eV. Its energy above the lowest of the compared OMol25 structures with the same formula, charge and spin is 0.00 kJ/mol.

Each line ends with the Löwdin spin population.
Cartesian coordinates (Å):
C1 0.965 1.222 -0.385  0.1009
C2 0.773 -0.175 -0.554  0.0223
H1 0.347 1.797 -1.089  -0.0021
H2 0.906 1.577 0.651  -0.0017
F1 1.626 -0.973 0.191  0.0026
H3 0.735 -0.503 -1.599  -0.0013
Tm1 3.851 1.836 -1.500  1.8554
O1 -2.741 -1.199 0.567  0.0014
C3 -1.437 -0.917 0.780  0.0020
O2 -1.046 -0.475 1.848  0.0003
O3 -0.769 -1.065 -0.317  0.0201
H4 -3.211 -1.125 1.406  0.0002

Cartesian forces (eV/Å) of the 6 atoms listed first:
-0.078 0.254 0.153
0.375 -1.383 -0.562
0.190 -0.120 0.289
0.073 -0.027 -0.318
-0.765 0.487 -0.458
0.049 -0.126 0.439